Entry from the Open Molecules 2025 dataset: a 2-piece molecular cluster, C4H8O3 overall at a distorted geometry (wB97M-V/def2-TZVPD).

ORCA input file:
```
! wB97M-V def2-TZVPD RIJCOSX def2/J DEFGRID3
* xyz 1 2
C -0.558 -0.864 1.196
C 0.129 0.015 0.151
C -0.010 1.497 0.380
O 0.818 2.261 -0.036
C -0.034 -2.310 1.176
O -0.310 -3.130 1.980
H -1.645 -0.962 1.089
H -0.314 -0.525 2.215
H -0.301 -0.179 -0.830
H 1.184 -0.229 0.052
H -0.904 1.905 0.867
H 0.645 -2.590 0.341
H 0.999 1.775 -3.404
H 0.181 1.762 -2.117
O 0.120 1.575 -3.061
*
```

Calculated values
- Expectation value of S²: 0.758
- LUMO level (spin up / spin down): -6.351 / -10.382 eV
- Energy: -382.52143 Ha
- Energy relative to the best compared isomer or geometry (same formula, charge and spin): 32.72 kcal per mole
- Gap between HOMO and LUMO (spin up / spin down): 0.294 / 0.145 Eh

Mulliken atomic charge list, values in e, 4 entries: -0.3281 -0.4520 -0.2512 -0.4005

Entry from the Open Molecules 2025 dataset: C21H36MnN3S4SbSi4Te as an isolated structure at a distorted geometry (wB97M-V/def2-TZVPD).

ORCA input file:
```
! wB97M-V def2-TZVPD RIJCOSX def2/J DEFGRID3
* xyz 0 4
Mn 3.528 2.451 0.597
S 3.246 4.543 0.519
Sb 4.841 3.792 2.162
S 5.631 2.186 0.595
S 2.837 2.428 2.589
S 6.650 4.624 3.169
C -3.951 4.198 -0.847
Si -2.100 4.403 -0.586
C -1.754 5.236 1.070
C -1.533 5.433 -2.050
Si -0.878 2.361 -0.495
Te 1.330 2.653 0.336
Si -2.252 1.044 -1.830
C -2.604 1.688 -3.595
C -1.439 -0.656 -2.193
C -4.030 0.389 -1.486
Si -1.878 1.627 1.846
C -1.119 2.626 3.224
C -3.729 1.842 1.754
C -1.321 -0.154 1.612
H -4.419 5.175 -0.982
H -4.441 3.688 -0.020
H -4.124 3.592 -1.739
H -1.589 6.312 0.984
H -0.830 4.783 1.435
H -2.542 5.061 1.803
H -1.914 6.456 -2.029
H -1.830 4.966 -2.993
H -0.440 5.471 -2.036
H -1.665 2.052 -4.027
H -3.309 2.522 -3.599
H -2.987 0.879 -4.215
H -0.369 -0.565 -1.971
H -1.546 -0.945 -3.240
H -1.843 -1.454 -1.567
H -4.766 1.187 -1.370
H -4.055 -0.255 -0.604
H -4.287 -0.204 -2.364
H -1.668 3.545 3.419
H -0.104 2.891 2.921
H -1.042 2.055 4.154
H -3.993 2.885 1.933
H -4.258 1.225 2.485
H -4.065 1.579 0.753
H -0.311 -0.107 1.200
H -1.954 -0.634 0.863
H -1.300 -0.759 2.522
N 2.609 -5.102 -0.971
C 2.681 -6.426 -0.589
C 2.580 -7.619 -1.301
C 2.734 -8.785 -0.580
C 2.955 -8.765 0.809
C 3.035 -7.581 1.510
C 2.905 -6.391 0.791
N 2.959 -5.076 1.229
C 2.780 -4.351 0.164
C 2.755 -2.880 0.172
C 2.671 -2.217 1.391
C 2.627 -0.836 1.398
N 2.732 -0.103 0.286
C 2.816 -0.739 -0.880
C 2.803 -2.118 -0.987
H 2.414 -4.756 -1.892
H 2.391 -7.631 -2.366
H 2.691 -9.735 -1.095
H 3.067 -9.704 1.334
H 3.191 -7.561 2.580
H 2.630 -2.794 2.304
H 2.462 -0.277 2.311
H 2.857 -0.099 -1.754
H 2.832 -2.570 -1.969
*
```

Calculated values
- Expectation value of S²: 3.879
- LUMO level (spin up / spin down): -1.453 / -2.187 eV
- Energy: -5396.00800 Ha
- Gap between HOMO and LUMO (spin up / spin down): 0.218 / 0.199 Eh

Mulliken atomic charge list, values in e, 4 entries: 0.0978 -0.4155 0.7573 -0.4306

Entry from the Open Molecules 2025 dataset: C38H37IrN3O5PSSeSi as an isolated structure at a distorted geometry (wB97M-V/def2-TZVPD).

ORCA input file:
```
! wB97M-V def2-TZVPD RIJCOSX def2/J DEFGRID3
* xyz -1 6
Ir -0.611 -0.723 0.551
O -1.862 0.973 0.445
S -3.276 1.414 0.063
O -3.562 1.790 -1.302
O -3.721 -0.587 -0.067
C -3.851 -1.145 -1.241
C -5.127 -1.559 -1.712
C -5.257 -2.118 -2.971
C -4.192 -2.264 -3.837
C -2.930 -1.869 -3.388
C -2.734 -1.448 -2.074
P -0.971 -1.272 -1.628
C -0.246 0.092 -2.681
C 1.307 0.208 -2.657
C 1.935 0.372 -3.925
C 1.224 0.736 -5.052
C -0.194 0.792 -5.054
C -0.924 0.446 -3.932
C -0.375 -2.843 -2.292
C 0.603 -2.971 -3.285
C 1.049 -4.280 -3.617
C 0.532 -5.394 -2.975
C -0.544 -5.267 -2.112
C -0.958 -3.997 -1.730
H -6.016 -1.442 -1.088
H -6.260 -2.452 -3.280
H -4.274 -2.695 -4.831
H -2.110 -1.903 -4.098
H 1.746 -0.516 -1.956
H 3.031 0.278 -4.007
H 1.761 1.047 -5.951
H -0.698 1.111 -5.968
H -2.019 0.543 -3.931
H 1.021 -2.157 -3.865
H 1.738 -4.468 -4.439
H 0.974 -6.392 -3.148
H -1.055 -6.137 -1.674
H -1.673 -3.835 -0.919
C 0.505 7.190 -0.790
O 1.625 6.988 0.090
C 1.410 6.598 1.374
C 2.547 6.528 2.195
C 2.480 5.897 3.381
C 1.284 5.295 3.779
C 0.125 5.518 3.040
C 0.198 6.170 1.836
N 1.429 4.288 4.710
N 0.428 3.554 5.073
C 0.433 2.224 4.692
C -0.648 1.509 5.269
C -1.167 0.425 4.622
C -0.675 0.120 3.311
O -1.239 -0.792 2.556
C 0.526 0.793 2.782
N 0.922 0.391 1.492
C 2.126 0.866 1.092
C 2.879 1.766 1.859
C 2.481 2.224 3.108
C 1.220 1.736 3.543
H 0.974 7.597 -1.703
H -0.236 7.917 -0.394
H 0.015 6.230 -1.080
H 3.524 6.901 1.832
H 3.327 5.735 4.059
H -0.814 5.096 3.421
H -0.729 6.218 1.265
H -1.107 1.969 6.133
H -1.928 -0.199 5.102
H 2.587 0.466 0.198
H 3.800 2.115 1.386
H 3.063 2.911 3.736
C 2.458 -5.499 0.997
Si 1.032 -4.625 1.976
C 1.585 -3.899 3.636
C -0.677 -5.349 1.715
Se 1.123 -2.622 0.560
H 2.811 -6.395 1.526
H 3.332 -4.849 0.835
H 2.136 -5.835 -0.011
H 1.498 -4.653 4.469
H 0.933 -3.062 3.891
H 2.625 -3.582 3.588
H -0.834 -6.268 2.332
H -0.777 -5.642 0.643
H -1.504 -4.644 1.916
C 0.510 1.233 -1.997
H 0.421 1.184 -0.913
H 0.485 2.191 -2.508
*
```

Calculated values
- Expectation value of S²: 8.837
- LUMO level (spin up / spin down): 2.048 / 0.094 eV
- Energy: -5545.34510 Ha
- Energy relative to the best compared isomer or geometry (same formula, charge and spin): 25.33 kcal per mole
- Gap between HOMO and LUMO (spin up / spin down): 0.134 / 0.157 Eh

Mulliken atomic charge list, values in e, 4 entries: 1.5350 -0.5254 0.4188 -0.4601

Entry from the Open Molecules 2025 dataset: C31H37CsF9N2O2P2 as an isolated structure at a distorted geometry (wB97M-V/def2-TZVPD).

ORCA input file:
```
! wB97M-V def2-TZVPD RIJCOSX def2/J DEFGRID3
* xyz 1 1
Cs 0.014 1.811 -0.747
C 3.809 2.971 -0.348
O 3.151 1.872 0.244
C 3.313 1.800 1.647
C 2.260 2.603 2.416
O 1.024 1.923 2.337
C 0.020 2.521 3.124
H 4.888 2.934 -0.163
H 3.427 3.920 0.036
H 3.630 2.912 -1.421
H 4.314 2.142 1.932
H 3.199 0.748 1.926
H 2.173 3.612 1.982
H 2.567 2.696 3.468
H 0.321 2.578 4.176
H -0.870 1.900 3.037
H -0.218 3.533 2.775
C 1.735 6.202 -1.311
P 0.436 5.265 -0.398
C 0.482 6.202 1.191
C -1.047 6.068 -1.137
H 1.529 7.273 -1.276
H 1.754 5.871 -2.349
H 2.712 6.012 -0.870
H 0.457 7.276 1.003
H 1.391 5.960 1.742
H -0.380 5.925 1.799
H -0.968 7.155 -1.074
H -1.939 5.740 -0.604
H -1.134 5.775 -2.183
F -0.871 -3.747 5.867
C -0.743 -4.560 4.811
F 0.227 -5.437 5.110
F -1.882 -5.267 4.729
C -0.453 -3.819 3.533
C -0.243 -2.449 3.540
C 0.015 -1.795 2.346
C 0.056 -2.508 1.152
C -0.141 -3.889 1.160
C -0.396 -4.545 2.348
P 0.394 -1.591 -0.404
C -0.818 -2.368 -1.531
C -2.094 -2.706 -1.084
C -3.054 -3.142 -1.979
C -2.744 -3.224 -3.329
C -1.475 -2.891 -3.790
C -0.522 -2.450 -2.892
C -3.787 -3.632 -4.335
F -5.027 -3.619 -3.830
F -3.577 -4.863 -4.824
F -3.798 -2.799 -5.391
C 1.956 -2.454 -0.841
C 2.022 -3.710 -1.439
C 3.249 -4.296 -1.686
C 4.415 -3.628 -1.329
C 4.363 -2.377 -0.730
C 3.133 -1.793 -0.493
C 5.743 -4.260 -1.649
F 6.766 -3.665 -1.024
F 5.785 -5.558 -1.319
F 6.009 -4.194 -2.967
H -0.283 -1.905 4.471
H 0.187 -0.726 2.342
H -0.102 -4.451 0.239
H -0.552 -5.613 2.365
H -2.340 -2.618 -0.035
H -4.041 -3.411 -1.635
H -1.248 -2.968 -4.843
H 0.460 -2.164 -3.248
H 1.121 -4.230 -1.733
H 3.309 -5.268 -2.151
H 5.277 -1.873 -0.456
H 3.082 -0.810 -0.043
C -5.850 1.957 -1.584
N -5.113 1.677 -0.370
C -5.823 1.778 0.887
C -3.820 1.634 -0.396
N -2.670 1.558 -0.436
H -6.740 1.329 -1.614
H -5.230 1.735 -2.451
H -6.154 3.007 -1.629
H -6.716 1.153 0.842
H -6.124 2.810 1.090
H -5.187 1.432 1.700
*
```

Calculated values
- LUMO level: -2.304 eV
- Energy: -3064.96149 Ha
- Energy relative to the best compared isomer or geometry (same formula, charge and spin): 12.11 kcal per mole
- Gap between HOMO and LUMO: 0.327 Eh

Mulliken atomic charge list, values in e, 4 entries: 1.4739 -0.6433 -0.2657 -0.8251

Entry from the Open Molecules 2025 dataset: a 9-piece molecular cluster, C23H64O9 overall at a distorted geometry (wB97M-V/def2-TZVPD).

ORCA input file:
```
! wB97M-V def2-TZVPD RIJCOSX def2/J DEFGRID3
* xyz 0 1
C -5.164 -1.611 1.658
C -4.060 -1.340 0.635
C -3.735 0.145 0.571
O -3.000 -1.925 0.980
H -4.923 -1.338 2.661
H -5.513 -2.617 1.630
H -6.048 -1.076 1.387
H -4.389 -1.691 -0.319
H -4.608 0.685 0.781
H -3.445 0.578 -0.432
H -2.932 0.484 1.264
H -2.802 -2.480 0.295
C 4.172 -1.168 0.668
C 2.725 -1.282 0.196
C 2.695 -2.251 -1.022
O 1.842 -1.692 1.015
H 4.877 -0.623 0.049
H 4.568 -2.212 0.791
H 4.323 -0.714 1.679
H 2.453 -0.293 -0.135
H 1.737 -2.484 -1.429
H 3.272 -3.160 -0.853
H 3.250 -1.732 -1.870
H 1.085 -1.081 0.996
C -0.182 -0.409 -3.575
C -1.337 -1.461 -3.677
C -0.807 -2.893 -3.881
O -2.062 -1.460 -2.651
H 0.323 -0.385 -4.546
H 0.592 -0.649 -2.786
H -0.534 0.555 -3.235
H -1.985 -1.279 -4.544
H -0.207 -3.247 -3.055
H -0.235 -2.979 -4.735
H -1.686 -3.492 -4.063
H -2.552 -0.660 -2.755
C 3.937 2.081 -1.600
C 2.713 1.785 -2.368
C 2.139 2.957 -3.106
O 2.842 0.859 -3.236
H 4.334 1.246 -1.109
H 3.901 2.971 -0.911
H 4.759 2.409 -2.281
H 1.956 1.397 -1.726
H 1.958 3.769 -2.463
H 1.125 2.741 -3.529
H 2.816 3.309 -3.900
H 2.784 1.138 -4.133
C 3.602 2.743 2.320
C 2.218 3.160 2.163
C 1.436 1.952 1.638
O 1.661 3.643 3.186
H 4.217 3.439 2.919
H 4.026 2.835 1.292
H 3.847 1.778 2.746
H 2.203 3.881 1.417
H 0.365 2.159 1.744
H 1.552 1.036 2.163
H 1.765 1.704 0.600
H 1.598 2.934 3.810
C -1.536 -0.624 4.130
C -1.508 -2.149 3.980
C -0.251 -2.733 3.352
O -1.749 -2.777 5.016
H -0.543 -0.126 3.953
H -1.931 -0.247 4.996
H -2.139 -0.247 3.249
H -2.254 -2.338 3.229
H 0.609 -2.102 3.442
H -0.341 -2.710 2.318
H -0.129 -3.735 3.637
H -1.702 -3.719 4.831
C -0.484 3.021 -1.198
C -1.534 3.072 -0.133
C -1.358 4.312 0.798
O -2.699 2.963 -0.532
H 0.442 2.696 -0.755
H -0.419 3.971 -1.708
H -0.725 2.256 -1.975
H -1.424 2.189 0.534
H -1.350 5.212 0.283
H -0.460 4.293 1.338
H -2.138 4.344 1.535
H -2.720 3.322 -1.445
C -0.394 -0.237 -0.362
O -0.645 -0.439 1.019
H 0.389 0.461 -0.538
H -1.183 0.099 -0.936
H -0.008 -1.185 -0.701
H -1.477 -0.875 1.145
C -1.043 -4.249 -0.819
O -2.316 -3.749 -0.987
H -0.959 -4.961 0.038
H -0.314 -3.471 -0.697
H -0.790 -4.956 -1.599
H -2.376 -3.257 -1.785
*
```

Calculated values
- SMILES: CC(C)O.CC(C)O.CC(C)O.CC(C)O.CC(C)O.CC(C)O.CC(C)O.CO.CO
- LUMO level: 0.184 eV
- Energy: -1591.53328 Ha
- Energy relative to the best compared isomer or geometry (same formula, charge and spin): 186.75 kcal per mole
- Gap between HOMO and LUMO: 0.331 Eh

Mulliken atomic charge list, values in e, 4 entries: -2.0598 1.0654 -0.7847 -0.4766